Arrangement w

Formula: C17H21N5O2S
Source: OMol25
Level of theory: ωB97M-V with the def2-TZVPD basis set

Values from the calculation:
SMILES = CC(C)c1nnc(NC(=O)[C@@H]2CCCN2C(=O)Nc2ccccc2)s1
Frontier orbital gap = 0.3326 Eh
Multiplicity = 1
E_HOMO = -8.6 eV

Atoms and positions in Å:
C 5.044 1.155 -2.317
H 5.937 1.622 -2.726
H 4.524 0.638 -3.121
H 4.392 1.933 -1.925
C 5.425 0.175 -1.207
C 4.212 -0.503 -0.679
N 4.014 -1.768 -0.698
N 2.866 -2.165 -0.169
C 2.143 -1.202 0.276
N 0.923 -1.294 0.877
C 0.230 -2.452 1.102
O 0.607 -3.559 0.827
C -1.128 -2.156 1.781
N -2.015 -1.415 0.888
C -1.936 -0.061 0.796
O -1.005 0.550 1.313
N -2.944 0.532 0.092
C -3.116 1.887 -0.219
C -4.263 2.237 -0.929
C -4.497 3.555 -1.273
C -3.591 4.539 -0.914
C -2.451 4.192 -0.210
C -2.207 2.876 0.141
H -1.321 2.613 0.692
H -1.740 4.952 0.074
H -3.774 5.568 -1.182
H -5.390 3.812 -1.822
H -4.972 1.471 -1.212
H -3.681 -0.065 -0.252
C -3.055 -2.267 0.337
C -2.630 -3.677 0.745
H -3.479 -4.348 0.847
C -1.889 -3.448 2.060
H -1.205 -4.261 2.292
H -2.588 -3.309 2.885
H -1.937 -4.088 0.012
H -3.115 -2.161 -0.750
H -4.030 -2.019 0.780
H -0.936 -1.560 2.681
H 0.445 -0.417 1.129
S 2.881 0.391 0.056
C 6.159 0.893 -0.073
H 7.067 1.357 -0.452
H 6.430 0.190 0.711
H 5.525 1.667 0.356
H 6.069 -0.609 -1.617

Arrangement x

Formula: C17H21N5O2S
Source: OMol25
Level of theory: ωB97M-V with the def2-TZVPD basis set

Values from the calculation:
SMILES = Cc1cccc(C(=O)N[C@H](C)/C=C/C(=O)N[C@H](C)c2nncs2)c1N
Frontier orbital gap = 0.3470 Eh
Multiplicity = 1
E_HOMO = -8.9 eV

Atoms and positions in Å:
C -1.625 6.088 1.509
C -2.412 4.903 1.026
C -3.640 5.074 0.398
C -4.372 3.993 -0.067
C -3.869 2.714 0.092
C -2.647 2.514 0.730
C -2.138 1.116 0.931
O -1.614 0.743 1.968
N -2.317 0.289 -0.136
C -1.868 -1.105 -0.164
C -2.554 -1.951 0.907
C -0.370 -1.191 -0.055
C 0.401 -1.776 -0.960
C 1.876 -1.837 -0.772
O 2.459 -1.300 0.157
N 2.546 -2.542 -1.724
C 3.985 -2.750 -1.632
C 4.562 -3.011 -3.012
C 4.300 -3.872 -0.671
N 4.760 -5.021 -1.051
N 4.954 -5.891 -0.015
C 4.626 -5.365 1.120
S 4.050 -3.754 1.033
C -1.917 3.607 1.215
N -0.630 3.473 1.824
H -1.590 6.121 2.599
H -0.593 6.030 1.166
H -2.074 7.016 1.156
H -4.023 6.079 0.263
H -5.328 4.146 -0.549
H -4.443 1.862 -0.250
H -2.579 0.713 -1.009
H -2.163 -1.484 -1.145
H -2.279 -2.998 0.777
H -2.258 -1.628 1.902
H -3.637 -1.861 0.815
H 0.084 -0.753 0.828
H -0.022 -2.226 -1.853
H 2.030 -3.108 -2.377
H 4.396 -1.827 -1.221
H 5.640 -3.144 -2.954
H 4.146 -3.920 -3.446
H 4.340 -2.164 -3.661
H 4.712 -5.903 2.051
H -0.742 3.245 2.808
H -0.161 2.656 1.451

arrangement w is the most stable structure; the next one sits 18.5 kcal/mol above it.

Arrangement w

Formula: C37H59BrN4O2S2SeSi2Tm
Source: OMol25
Level of theory: ωB97M-V with the def2-TZVPD basis set

Values from the calculation:
Charge = -1
Frontier orbital gap (alpha / beta) = 0.1644 / 0.1644 Eh
Multiplicity = 3
E_HOMO (alpha / beta) = -2.7 / -2.7 eV

Atoms and positions in Å:
Tm 0.494 0.870 -0.713
C 0.333 -5.481 4.588
C -0.169 -4.026 4.696
C 0.444 -3.419 5.994
C -1.684 -3.980 4.881
C 0.233 -3.216 3.503
C 0.038 -1.843 3.448
C 0.282 -1.143 2.240
Br -0.180 0.732 2.246
C 0.760 -1.788 1.054
O 0.650 -1.181 -0.116
C 1.228 -3.145 1.221
C 0.783 -3.830 2.350
C 2.196 -3.752 0.231
C 2.819 -5.029 0.783
C 1.432 -4.068 -1.043
C 3.311 -2.751 -0.040
H 0.142 -5.956 5.560
H 1.409 -5.503 4.413
H -0.176 -6.101 3.849
H 0.222 -4.062 6.841
H 0.059 -2.443 6.209
H 1.523 -3.288 5.920
H -1.923 -4.514 5.779
H -2.190 -4.480 4.040
H -2.037 -2.933 4.960
H -0.326 -1.282 4.326
H 0.937 -4.883 2.341
H 2.069 -5.821 0.769
H 3.127 -4.864 1.803
H 3.664 -5.336 0.144
H 0.700 -4.869 -0.850
H 2.141 -4.445 -1.776
H 0.927 -3.181 -1.438
H 3.781 -2.455 0.885
H 2.926 -1.877 -0.590
H 4.161 -3.178 -0.598
S -0.264 3.420 -1.425
C -1.937 3.233 -1.090
N -2.536 4.387 -0.707
N -3.821 4.190 -0.587
C -4.459 4.424 0.601
C -5.822 4.084 0.739
C -6.409 3.945 1.988
C -5.593 4.176 3.120
C -4.288 4.655 2.978
C -3.765 4.892 1.746
N -2.707 2.126 -1.072
N -2.090 0.897 -1.006
C -2.945 0.067 -0.155
C -2.640 -1.258 0.148
C -3.418 -1.995 1.031
C -4.588 -1.432 1.550
C -4.987 -0.122 1.222
C -4.169 0.605 0.353
H -4.372 3.805 -1.361
H -6.424 3.789 -0.180
H -7.459 3.627 2.067
H -5.986 3.989 4.105
H -3.693 4.798 3.865
H -2.727 5.230 1.619
H -1.743 -1.691 -0.301
H -3.175 -2.997 1.317
H -5.246 -1.996 2.181
H -5.883 0.351 1.650
H -4.459 1.618 0.099
C 4.802 2.387 -5.000
Si 3.177 1.301 -4.986
C 1.878 2.357 -5.975
C 3.655 -0.202 -6.053
Se 2.441 0.487 -2.948
H 4.860 2.953 -5.913
H 5.719 1.825 -4.846
H 4.719 3.114 -4.211
H 2.453 3.005 -6.655
H 1.336 2.921 -5.262
H 1.238 1.672 -6.547
H 4.106 0.189 -6.983
H 2.803 -0.811 -6.346
H 4.374 -0.856 -5.578
C 5.884 2.932 -0.074
C 4.595 2.096 -0.195
S 3.033 3.044 -0.298
O 2.017 1.880 0.207
C 3.209 4.107 1.193
C 3.443 3.435 2.521
H 6.754 2.330 -0.303
H 6.027 3.320 0.945
H 5.846 3.800 -0.758
H 4.468 1.409 0.646
H 4.582 1.530 -1.119
H 2.261 4.646 1.186
H 3.986 4.794 0.946
H 2.723 2.641 2.708
H 3.280 4.162 3.358
H 4.479 3.098 2.617
C -3.480 1.206 -3.764
Si -2.096 0.108 -3.049
C -0.711 0.060 -4.374
C -2.826 -1.687 -2.983
H -3.874 0.740 -4.709
H -3.055 2.198 -3.981
H -4.332 1.361 -3.065
H -1.063 -0.598 -5.162
H 0.254 -0.266 -3.973
H -0.552 1.050 -4.867
H -3.166 -2.023 -3.932
H -3.670 -1.672 -2.283
H -2.077 -2.335 -2.542

Arrangement x

Formula: C37H59BrN4O2S2SeSi2Tm
Source: OMol25
Level of theory: ωB97M-V with the def2-TZVPD basis set

Values from the calculation:
Charge = -1
Frontier orbital gap (alpha / beta) = 0.1542 / 0.1049 Eh
Multiplicity = 3
E_HOMO (alpha / beta) = -2.4 / -1.0 eV

Atoms and positions in Å:
Tm 0.033 -0.277 0.282
C -3.315 2.535 -6.482
C -3.781 1.525 -5.450
C -5.216 2.148 -4.964
C -4.036 0.146 -6.132
C -2.872 1.415 -4.262
C -2.274 0.206 -3.744
C -1.373 0.264 -2.708
Br -0.727 -1.508 -2.156
C -1.083 1.432 -1.990
O -0.289 1.401 -0.880
C -1.545 2.679 -2.610
C -2.547 2.518 -3.576
C -0.853 4.033 -2.278
C 0.686 3.925 -2.491
C -1.372 5.241 -3.136
C -1.077 4.375 -0.717
H -3.900 2.432 -7.420
H -2.258 2.311 -6.749
H -3.385 3.535 -6.027
H -6.015 1.985 -5.737
H -5.131 3.238 -4.775
H -5.467 1.666 -3.992
H -4.976 0.238 -6.674
H -4.260 -0.637 -5.403
H -3.145 -0.005 -6.745
H -2.454 -0.737 -4.251
H -3.106 3.401 -3.893
H 0.975 3.857 -3.586
H 1.119 3.036 -1.955
H 1.112 4.864 -2.175
H -1.028 5.223 -4.227
H -1.185 6.202 -2.624
H -2.509 5.183 -3.199
H -0.946 3.452 -0.160
H -2.104 4.725 -0.568
H -0.388 5.135 -0.366
S 0.264 -2.624 1.526
C 1.969 -2.608 1.137
N 2.796 -3.560 1.615
N 2.308 -4.410 2.496
C 3.101 -5.384 3.126
C 2.895 -5.734 4.504
C 3.979 -6.193 5.202
C 5.136 -6.699 4.502
C 5.204 -6.612 3.104
C 4.148 -5.960 2.426
N 2.612 -1.700 0.394
N 2.031 -0.970 -0.574
C 2.741 -0.872 -1.806
C 3.569 -1.930 -2.199
C 3.865 -2.048 -3.549
C 3.383 -1.166 -4.513
C 2.692 -0.051 -4.069
C 2.429 0.140 -2.706
H 1.326 -4.384 2.703
H 1.936 -5.664 5.036
H 3.986 -6.199 6.279
H 5.975 -7.209 4.979
H 6.025 -7.189 2.663
H 4.194 -6.033 1.343
H 3.846 -2.695 -1.459
H 4.439 -2.908 -3.848
H 3.734 -1.271 -5.520
H 2.399 0.694 -4.821
H 1.896 1.069 -2.400
C -1.850 2.020 3.789
Si -0.151 1.443 4.515
C 0.752 2.973 5.197
C -0.213 -0.272 5.218
Se 1.128 1.217 2.469
H -1.659 2.875 3.189
H -2.550 2.378 4.595
H -2.223 1.183 3.116
H 1.048 3.714 4.407
H 1.662 2.760 5.736
H 0.032 3.398 5.918
H 0.810 -0.663 5.501
H -0.540 -1.068 4.524
H -0.756 -0.357 6.110
C -3.643 -3.884 2.711
C -3.194 -2.988 1.532
S -2.876 -1.293 2.154
O -2.027 -0.646 1.036
C -4.577 -0.759 1.745
C -4.862 -0.545 0.245
H -2.813 -4.529 3.012
H -4.473 -4.504 2.407
H -3.892 -3.309 3.581
H -3.987 -3.011 0.774
H -2.280 -3.455 1.167
H -4.768 0.149 2.329
H -5.277 -1.479 2.190
H -4.288 -1.315 -0.284
H -4.510 0.386 -0.066
H -5.949 -0.561 0.068
C 4.270 1.214 0.397
Si 3.597 1.356 2.220
C 4.279 0.054 3.268
C 3.712 3.142 2.992
H 3.877 1.829 -0.368
H 4.278 0.142 0.070
H 5.304 1.487 0.699
H 3.633 -0.776 3.530
H 4.583 0.670 4.123
H 5.209 -0.371 2.865
H 4.574 3.841 2.748
H 3.706 2.976 4.072
H 2.717 3.582 2.746

arrangement w is the most stable structure; the next one sits 96.5 kcal/mol above it.